(1)
Entry from OMol25: C17H31Br12O as an isolated structure in a non-equilibrium geometry (ωB97M-V/def2-TZVPD).

```
61
C17H31Br12O ωB97M-V/def2-TZVPD
Br -0.666 5.655 -0.665
Br 3.011 -4.085 3.080
Br -3.435 7.151 -0.939
Br 5.383 -4.512 -1.181
Br 0.728 -6.483 -0.288
Br 5.535 -3.244 4.808
Br 2.914 -3.972 -3.113
Br 0.811 -7.876 -3.140
Br -0.775 8.831 -0.420
Br 3.258 -8.190 -1.136
Br 3.373 -5.232 6.031
Br 2.992 -2.640 -0.222
O 3.056 0.296 1.719
C -3.694 3.701 0.478
C 4.260 -4.634 4.430
C 1.164 1.596 0.707
C -1.600 -1.103 -1.211
C 1.351 -7.992 -1.300
C -1.705 7.164 -0.107
C 3.493 -4.151 -1.291
C -1.445 -0.426 -2.587
C -2.145 -0.313 -0.029
C -2.803 1.727 -2.646
C 0.310 0.330 0.661
C -1.190 0.644 0.703
C -1.405 1.095 -2.692
C 2.414 1.563 1.601
C -4.094 3.102 -0.890
C -2.945 3.069 -1.914
C 2.948 -0.250 3.016
H 0.556 -0.298 1.504
H 0.559 2.429 1.032
H 3.335 -1.263 3.003
H -3.025 0.246 -0.312
H 4.810 -5.475 4.037
H 3.494 0.360 3.731
H 3.151 2.242 1.194
H -0.675 -1.579 -0.927
H -3.112 1.884 -3.675
H -1.998 3.288 -1.429
H 1.489 1.805 -0.303
H -4.843 3.781 -1.298
H -3.748 2.976 1.286
H -2.289 -1.929 -1.352
H -2.493 -1.046 0.692
H -1.854 7.079 0.958
H -1.485 0.645 1.745
H -2.240 -0.748 -3.247
H -0.981 1.316 -3.666
H -1.381 1.645 0.366
H -4.342 4.537 0.722
H 2.141 1.930 2.583
H 0.893 -8.875 -0.882
H -0.734 1.556 -1.981
H 0.585 -0.200 -0.235
H 1.904 -0.293 3.313
H -0.535 -0.808 -3.037
H -3.512 1.026 -2.237
H -3.087 3.872 -2.638
H 2.986 -5.012 -0.883
H -2.672 4.087 0.470
```

The total charge is -1. The calculation puts the relative energy (zero: lowest compared OMol25 entry of this formula, charge and spin) at 13.8 kcal/mol. As for the HOMO energy: -1.00 eV.

(2)
Entry from OMol25: C17H31CoF5P2 as an isolated structure in a non-equilibrium geometry (ωB97M-V/def2-TZVPD).

```
56
C17H31CoF5P2 ωB97M-V/def2-TZVPD
Co 0.830 2.762 -1.220
P 1.881 0.985 -4.402
P -1.985 1.504 -4.802
F 1.600 -0.480 -0.364
F 2.477 2.636 1.298
F 3.416 1.781 -0.513
F 2.870 -0.166 1.381
F 0.749 0.358 1.475
C 1.216 -1.527 -3.795
C -2.865 2.928 -4.037
C -2.293 -1.650 -4.543
C 1.098 -0.183 -3.195
C -0.178 0.475 -2.624
C -1.596 -0.193 -2.584
C -0.499 2.191 -5.723
C 2.926 0.032 -5.592
C -1.011 -2.173 -4.977
C 2.683 2.460 -3.850
C 0.099 -2.447 -3.846
C 2.220 1.819 0.207
C -0.660 2.620 0.193
C 1.846 0.390 0.674
C 0.601 1.141 -5.737
C -2.417 -0.389 -3.900
C -3.054 1.147 -6.303
H 3.254 2.273 -2.925
H 3.377 2.803 -4.633
H -0.202 3.154 -5.272
H -3.209 -2.281 -4.608
H -4.072 0.800 -6.040
H -2.248 0.370 -1.870
H -3.407 2.604 -3.126
H -3.503 -0.234 -3.671
H -2.114 3.686 -3.749
H 0.134 0.131 -5.789
H 3.125 0.658 -6.481
H 1.159 1.303 -6.673
H -1.374 3.417 -0.137
H -0.577 -1.465 -5.710
H 1.935 3.245 -3.658
H -2.598 0.346 -6.917
H -3.147 2.058 -6.927
H 2.386 -0.859 -5.953
H -1.501 -1.170 -2.110
H 2.225 -1.990 -3.705
H 0.438 -3.456 -4.109
H 3.879 -0.324 -5.176
H -0.404 2.796 1.274
H 1.792 -0.170 -2.335
H -3.563 3.357 -4.789
H -0.349 -2.543 -2.840
H -0.820 2.399 -6.766
H -1.280 -3.113 -5.501
H 0.066 0.631 -1.544
H -0.338 1.546 -2.913
H -1.133 1.612 0.064
```

The expectation value of S² is 3.7975. Its multiplicity is 4. The calculation puts the relative energy (zero: lowest compared OMol25 entry of this formula, charge and spin) at 132.6 kcal/mol. As for the HOMO energy (spin up / spin down): -5.15 / -6.28 eV.

(3)
Entry from OMol25: one molecule with the formula C17H31F3O (ωB97M-V/def2-TZVPD).

```
52
C17H31F3O ωB97M-V/def2-TZVPD
F -4.040 -0.900 -5.218
F -3.399 0.997 -6.019
F -5.464 0.696 -5.474
O -2.980 1.633 -3.439
C 2.397 0.908 2.342
C 1.305 0.102 1.637
C -3.530 -1.791 -0.861
C 4.456 2.384 2.038
C 5.318 1.767 3.137
C 3.492 1.388 1.391
C 1.810 -1.229 1.083
C -3.249 -0.290 -0.852
C -2.376 -2.624 -0.297
C -4.195 0.431 -5.118
C -1.103 -2.577 -1.155
C -3.905 0.910 -3.658
C -0.034 -1.612 -0.636
C 6.339 2.763 3.674
C 0.685 -2.146 0.601
C -4.466 0.555 -1.230
C -4.898 0.365 -2.684
H -0.663 -3.575 -1.204
H 5.840 0.894 2.737
H -1.373 -2.297 -2.176
H -5.305 0.298 -0.580
H 3.888 3.220 2.452
H 2.835 0.295 3.132
H 2.367 -1.745 1.869
H -2.431 -0.061 -1.535
H 0.503 -0.098 2.353
H 5.838 3.636 4.088
H 7.003 3.097 2.879
H 2.497 -1.046 0.255
H -5.082 -0.688 -2.910
H -0.488 -0.649 -0.409
H 6.943 2.310 4.457
H 1.110 -3.125 0.363
H -4.423 -1.985 -0.261
H -2.719 -3.657 -0.222
H -2.153 -2.282 0.714
H 0.707 -1.453 -1.424
H 0.886 0.705 0.829
H -0.030 -2.289 1.414
H -5.840 0.894 -2.872
H 3.021 1.869 0.530
H 4.062 0.533 1.024
H 4.684 1.430 3.958
H -4.227 1.609 -1.075
H 5.114 2.785 1.263
H -2.936 0.000 0.153
H -3.733 -2.131 -1.879
H 1.937 1.780 2.814
```

Its SMILES is CCCCCCCCCCCCCCCC(=O)C(F)(F)F. The calculation puts the relative energy (zero: lowest compared OMol25 entry of this formula, charge and spin) at 3.4 kcal/mol. As for the HOMO energy: -10.62 eV.

(4)
Entry from OMol25: C17H31F3O2P2V as an isolated structure in a non-equilibrium geometry (ωB97M-V/def2-TZVPD).

```
56
C17H31F3O2P2V ωB97M-V/def2-TZVPD
V -1.483 1.236 -3.247
P -3.306 -0.655 -3.187
P -0.270 -2.740 -4.585
F 1.777 1.348 0.637
F 2.984 2.520 -0.813
F 3.041 0.303 -0.820
O 0.833 0.201 -1.876
O 0.306 2.390 -2.089
C -0.034 -1.525 -5.945
C -2.822 -2.318 -1.084
C -2.048 -4.671 -1.456
C -4.364 0.753 -3.542
C -0.540 -4.239 -0.926
C -4.678 -1.995 -3.314
C 0.661 -3.084 -2.770
C -2.977 -3.682 -0.888
C 0.264 -4.376 -5.471
C 2.242 1.421 -0.649
C 0.397 -4.165 -1.998
C 1.067 1.443 -1.694
C -2.688 -1.275 -4.877
C -2.085 -2.725 -4.810
C -0.565 -1.735 -2.427
C -1.710 1.906 -0.703
C -1.514 -1.539 -1.195
H -2.445 -5.514 -0.863
H -0.042 -4.293 -6.551
H -1.325 3.019 -0.612
H -5.433 -1.998 -2.491
H -0.035 -2.118 -6.861
H -0.671 -3.396 -0.226
H -2.256 -3.188 -5.796
H -5.280 0.425 -4.014
H 1.385 -4.548 -5.399
H -5.221 -1.884 -4.275
H -2.231 -4.882 -2.544
H -3.538 -1.157 -5.604
H 0.258 -0.893 -2.376
H 1.689 -2.642 -2.712
H -0.228 -5.268 -5.015
H -3.835 1.419 -4.233
H -4.631 1.360 -2.670
H -0.844 -1.632 -0.263
H -4.282 -3.021 -3.320
H -1.830 -0.385 -1.112
H -2.680 -3.351 -4.129
H -3.361 -1.679 -0.351
H -0.915 -1.156 -3.427
H -1.930 -0.459 -5.121
H -0.873 -0.842 -6.047
H -3.934 -4.068 -0.386
H -0.970 1.262 -0.113
H 0.937 -5.281 -2.240
H -2.728 1.705 -0.201
H -0.386 -5.119 -0.317
H 0.888 -0.943 -5.943
```

The expectation value of S² is 4.0099. Its multiplicity is 4. The calculation puts the relative energy (zero: lowest compared OMol25 entry of this formula, charge and spin) at 302.3 kcal/mol. As for the HOMO energy (spin up / spin down): -5.52 / -5.52 eV.

(5)
Entry from OMol25: C17H31F5P2Sn as an isolated structure in a non-equilibrium geometry (ωB97M-V/def2-TZVPD).

```
56
C17H31F5P2Sn ωB97M-V/def2-TZVPD
Sn 2.598 0.479 2.928
P 0.155 -1.939 -2.026
P 0.796 2.121 -1.509
F 2.686 2.329 5.994
F 1.028 2.942 3.972
F 0.562 1.937 6.538
F 1.947 0.250 6.235
F -0.071 0.984 4.080
C 1.602 1.505 5.788
C -1.830 -2.193 0.154
C 2.110 3.333 -1.937
C -3.298 -0.342 -0.683
C -0.803 0.512 1.182
C -0.554 -1.682 -0.354
C -1.755 1.352 0.398
C 1.851 -2.524 -1.981
C -0.023 -0.352 -2.839
C -2.669 0.985 -0.516
C -0.569 2.904 -2.511
C -2.959 -1.358 0.459
C 0.087 -0.428 0.378
C 1.169 1.595 4.302
C -0.867 -3.239 -2.737
C 1.123 0.692 -2.708
C 1.955 -1.546 3.600
H 0.949 -1.555 4.040
H 2.697 -1.869 4.340
H 2.550 -1.682 -1.928
H 3.039 2.818 -2.206
H -1.091 -4.023 -2.002
H 2.061 -3.221 -1.154
H -4.395 -0.217 -0.728
H 1.977 -2.238 2.755
H -3.823 -2.013 0.568
H -1.283 -0.075 1.978
H 1.801 4.016 -2.738
H -3.065 1.750 -1.188
H -0.262 -3.658 -3.553
H 2.271 3.922 -1.024
H -1.049 3.694 -1.921
H -3.033 -0.786 -1.666
H -1.004 0.081 -2.568
H -0.097 1.211 1.650
H -1.364 2.214 -2.830
H -1.805 -2.811 -3.115
H 0.801 -0.900 1.078
H -1.626 2.425 0.563
H 2.065 0.228 -2.372
H 0.099 -2.493 0.014
H -0.115 3.362 -3.404
H -0.104 -0.673 -3.889
H -1.746 -3.181 0.639
H -2.766 -0.845 1.412
H 1.326 1.107 -3.702
H 0.746 0.142 -0.316
H 1.975 -3.044 -2.940
```

The calculation puts the relative energy (zero: lowest compared OMol25 entry of this formula, charge and spin) at 99.4 kcal/mol. As for the HOMO energy: -4.54 eV.

(6)
Entry from OMol25: C17H31F6N2PRhS2Sb as an isolated structure (ωB97M-V/def2-TZVPD).

```
61
C17H31F6N2PRhS2Sb ωB97M-V/def2-TZVPD
Sb 0.576 3.510 1.112
Rh -0.748 0.762 -0.138
S -1.034 0.035 -2.271
S 1.454 1.676 -3.159
P 0.835 -0.934 0.844
F -1.019 3.865 0.214
F 2.030 2.600 1.830
F -0.435 1.845 1.689
F 1.603 4.614 0.065
F 0.742 2.070 -0.442
F 0.158 4.438 2.635
N -2.774 0.816 0.164
N -0.318 0.685 -4.693
C -3.672 0.075 -0.526
C 1.743 1.930 -4.952
C 0.573 1.278 -5.708
C -0.053 -0.574 3.479
C -5.489 1.136 0.601
C 0.006 0.821 -3.438
C -3.221 1.717 1.066
C 2.934 -2.212 -0.357
C -1.580 -2.402 0.847
C 0.521 -3.629 1.505
C 2.255 -0.819 -0.305
C -4.568 1.899 1.299
C -0.065 -2.513 0.620
C 3.275 0.274 0.004
C -5.023 0.206 -0.325
C 1.154 -0.427 2.547
C 2.373 -1.243 3.056
H -5.702 -0.413 -0.895
H -3.298 -0.640 -1.245
H -0.294 -1.619 3.664
H 2.277 -3.007 -0.696
H -1.834 -2.096 1.859
H 2.160 -2.306 3.140
H 3.741 -2.124 -1.084
H 0.037 -4.557 1.198
H 4.097 0.159 -0.703
H 0.287 -3.472 2.556
H 0.005 2.007 -6.282
H 1.797 -0.641 -1.288
H 3.276 -1.094 2.461
H 2.699 1.476 -5.198
H -2.491 2.301 1.596
H 0.215 -0.130 4.438
H -0.942 -0.056 3.119
H -2.035 -3.376 0.666
H -2.045 -1.715 0.136
H -1.167 0.210 -4.979
H -6.551 1.260 0.769
H 0.912 0.490 -6.378
H 1.593 -3.763 1.392
H 0.115 -2.753 -0.432
H 1.462 0.616 2.469
H 2.875 1.274 -0.109
H 3.381 -2.487 0.600
H 1.801 3.001 -5.123
H 2.578 -0.864 4.059
H 3.696 0.181 1.003
H -4.876 2.639 2.025
```

The expectation value of S² is 0.7651. The total charge is +3. Its multiplicity is 2. The calculation puts the relative energy (zero: lowest compared OMol25 entry of this formula, charge and spin) at 0.0 kcal/mol. As for the HOMO energy (spin up / spin down): -18.67 / -18.67 eV.

(7)
Entry from OMol25: C17H31InO as an isolated structure in a non-equilibrium geometry (ωB97M-V/def2-TZVPD).

```
50
C17H31InO ωB97M-V/def2-TZVPD
In 0.396 -2.246 0.621
O 0.982 0.349 1.410
C -2.330 -0.015 -0.320
C -1.029 2.924 1.562
C -0.344 2.923 -1.478
C -1.092 1.862 -0.776
C 2.509 0.186 3.263
C 0.458 -2.752 -1.550
C 1.979 -3.155 -3.599
C 1.654 -2.272 -2.383
C -2.132 0.686 0.897
C -1.684 0.334 -2.785
C 2.234 0.861 0.938
C -1.379 1.855 0.613
C -3.083 -1.277 -0.506
C -1.688 0.711 -1.356
C -2.657 0.314 2.225
C 1.045 0.336 2.852
C 3.306 0.506 1.982
H -0.085 3.413 1.277
H -1.847 0.271 2.970
H 0.635 1.287 3.253
H -1.815 3.700 1.573
H -0.944 3.842 -1.582
H -0.054 2.596 -2.483
H -3.516 -1.621 0.440
H 0.458 -3.855 -1.470
H 4.000 1.335 2.143
H -0.932 2.539 2.587
H 2.737 0.900 4.061
H 0.407 -0.485 3.208
H -3.908 -1.128 -1.223
H -0.487 -2.410 -2.022
H 2.719 -0.823 3.636
H -3.394 1.056 2.574
H 2.159 1.960 0.812
H -1.250 -0.667 -2.925
H 1.382 -1.264 -2.732
H 3.900 -0.361 1.661
H -2.442 -2.079 -0.908
H -2.708 0.310 -3.195
H 1.086 -3.325 -4.205
H -1.100 1.050 -3.373
H 0.348 -2.411 2.377
H 2.392 -4.130 -3.312
H 0.570 3.186 -0.924
H -3.154 -0.663 2.194
H 2.544 -2.133 -1.751
H 2.435 0.423 -0.050
H 2.720 -2.644 -4.222
```

The total charge is +2. As for the HOMO energy (spin up / spin down): -15.52 / -15.55 eV.

(8)
Entry from OMol25: C17H31MnN8Si as an isolated structure in a non-equilibrium geometry (ωB97M-V/def2-TZVPD).

```
58
C17H31MnN8Si ωB97M-V/def2-TZVPD
Mn -0.496 0.458 0.322
Si -0.385 -2.368 2.630
N 3.794 -0.451 -1.845
N -0.233 7.025 -0.408
N -2.258 -0.443 -0.202
N 0.431 5.255 -1.785
N -0.589 2.382 0.338
N 1.370 0.028 -0.784
N -1.107 -1.002 1.700
N -0.635 4.851 0.340
C 2.867 0.250 -2.828
C 1.241 -1.729 3.344
C -3.322 -0.553 -1.054
C 1.679 -1.478 -0.856
C -3.247 0.011 -2.405
C -0.284 -3.861 1.422
C 1.463 0.565 -2.237
C -3.415 -1.831 1.418
C -4.519 -1.887 0.568
C 2.524 0.742 -0.002
C -0.565 3.563 0.239
C -2.273 -1.105 1.002
C 3.914 0.434 -0.646
C -0.139 5.685 -0.631
C -1.462 -2.775 4.130
C 3.111 -1.726 -1.408
C -4.461 -1.306 -0.679
H 1.291 1.646 -2.217
H -0.554 7.332 0.494
H 1.922 -1.248 2.627
H -2.984 -0.767 -3.114
H -5.424 -2.442 0.870
H -0.900 -4.694 1.797
H 0.472 4.268 -1.981
H -0.648 -3.587 0.417
H 2.314 1.830 0.025
H -4.260 0.347 -2.662
H 0.175 7.720 -1.003
H 2.740 -0.395 -3.715
H 0.736 5.925 -2.478
H 1.830 -2.532 3.807
H -0.877 -3.275 4.897
H 1.599 -1.938 0.152
H 0.933 -2.005 -1.481
H -2.338 -3.394 3.910
H 4.546 -0.005 0.132
H 2.523 0.419 1.061
H 3.708 -2.219 -0.638
H -5.282 -1.378 -1.408
H 1.077 -0.987 4.147
H 4.406 1.372 -0.918
H 3.068 -2.437 -2.236
H -2.525 0.827 -2.472
H 0.652 0.103 -2.814
H -1.839 -1.850 4.581
H 3.334 1.164 -3.207
H 0.751 -4.224 1.338
H -3.448 -2.310 2.407
```

The expectation value of S² is 8.7592. The total charge is +1. Its multiplicity is 6. The calculation puts the relative energy (zero: lowest compared OMol25 entry of this formula, charge and spin) at 0.0 kcal/mol. As for the HOMO energy (spin up / spin down): -9.75 / -9.83 eV.